Below is one molecule with the formula C10H13NO3 at a distorted geometry, with properties calculated with ωB97M-V/def2-TZVPD.

The geometry in ORCA input format:
```
! RIJCOSX wB97M-V def2-TZVPD def2/J DEFGRID3
* xyz 0 1
C 0.11 2.65 0.72
C 0.55 0.17 -1.87
C 0.69 3.81 0.76
C -2.23 2.36 -0.71
C 0.46 -0.36 -0.43
C -0.58 0.59 0.25
C -0.96 1.65 -0.82
C 0.33 -3.82 1.41
C 0.36 -1.93 -0.40
C 0.62 -2.34 1.08
N -0.28 1.30 -2.00
O 1.25 -0.26 -2.74
O -2.96 2.31 0.26
O 0.02 1.44 1.29
H 1.28 4.09 1.75
H 0.48 4.46 -0.17
H -2.27 2.94 -1.64
H 1.51 -0.01 -0.21
H -1.25 -0.04 0.84
H 0.74 -4.54 0.61
H -0.79 -4.08 1.41
H 0.72 -4.02 2.32
H -0.54 -2.22 -0.80
H 1.15 -2.16 -1.12
H 1.62 -2.18 1.25
H 0.10 -1.76 1.73
H -0.11 1.95 -2.77
*
```

Output
M = 195.218 u
electronic energy = -18208.7771 eV
Kohn-Sham gap (alpha / beta) = 8.3 / 8.3 eV

Löwdin population analysis, charges in e, atoms 1 to 5:
1 C -0.185
2 C -0.432
3 C 0.013
4 C -0.238
5 C -0.144

Below is one molecule with the formula C10H13NO4 at a distorted geometry, with properties calculated with ωB97M-V/def2-TZVPD.

The geometry in ORCA input format:
```
! RIJCOSX wB97M-V def2-TZVPD def2/J DEFGRID3
* xyz 0 1
C -3.27 0.67 -0.89
C -1.97 0.50 -0.04
O -2.24 0.60 1.41
C -1.38 -0.79 -0.46
C 0.10 -1.22 0.27
O -0.04 -1.60 1.60
C 1.10 -0.12 0.19
C 1.29 0.69 -0.98
C 2.40 1.52 -1.07
C 3.17 1.74 0.07
C 2.86 1.22 1.24
C 1.80 0.20 1.31
N 0.45 -2.51 -0.46
O 0.87 -3.42 0.19
O 0.46 -2.53 -1.67
H -3.77 -0.13 -1.46
H -3.15 1.45 -1.67
H -4.04 0.96 -0.18
H -1.27 1.36 -0.14
H -2.89 -0.07 1.75
H -1.01 -0.69 -1.44
H -2.06 -1.65 -0.34
H 0.34 -2.43 1.81
H 0.49 0.49 -1.69
H 2.66 2.15 -1.93
H 4.05 2.41 0.06
H 3.35 1.48 2.19
H 1.69 -0.28 2.33
*
```

Output
M = 211.217 u
electronic energy = -20256.5505 eV
Kohn-Sham gap = 9.7 eV
SMILES = C[C@@H](O)C[C@](O)(c1ccccc1)[N+](=O)[O-]

Löwdin population analysis, charges in e, atoms 1 to 5:
1 C -0.042
2 C -0.388
3 O -0.066
4 C -0.046
5 C -0.314

Below is C10H14B2EuF4N6 as an isolated structure at a distorted geometry, with properties calculated with ωB97M-V/def2-TZVPD.

The geometry in ORCA input format:
```
! RIJCOSX wB97M-V def2-TZVPD def2/J DEFGRID3
* xyz 2 8
C -1.42 -2.05 2.42
N -0.84 -1.43 1.37
N -0.28 -2.45 0.57
C -0.53 -3.65 1.12
C -1.26 -3.44 2.30
B 0.52 -2.17 -0.74
N -0.28 -1.22 -1.68
N -0.77 0.00 -1.18
C -1.23 0.70 -2.24
C -1.05 -0.06 -3.42
C -0.44 -1.25 -3.01
Eu -0.65 1.27 0.94
N 1.81 -1.41 -0.31
N 1.67 -0.18 0.34
C 2.92 0.29 0.54
C 3.86 -0.60 -0.04
C 3.11 -1.66 -0.53
H 3.11 1.21 1.07
H 3.41 -2.59 -1.02
H 4.93 -0.47 -0.09
H 0.80 -3.21 -1.28
H -0.12 -2.11 -3.58
H -0.22 -4.54 0.62
H -1.33 0.24 -4.40
H -1.65 -4.21 2.96
H -1.62 1.70 -2.12
H -1.91 -1.52 3.23
H 0.94 3.07 -0.76
C 0.36 4.01 -0.86
H 0.67 4.55 -1.78
H -0.71 3.80 -0.94
H 0.58 4.65 0.01
F -2.47 1.51 2.65
B -2.51 3.03 2.52
F -2.43 3.25 1.09
F -3.67 3.46 3.14
F -1.31 3.49 3.08
*
```

Output
M = 467.844 u
electronic energy = -51078.8915 eV
Kohn-Sham gap (alpha / beta) = 4.3 / 4.1 eV

Löwdin population analysis, charges in e, atoms 1 to 5:
1 C -0.024
2 N 0.028
3 N 0.054
4 C 0.066
5 C 0.129

Below is C10H14BBeFN6 as an isolated structure at a distorted geometry, with properties calculated with ωB97M-V/def2-TZVPD.

The geometry in ORCA input format:
```
! RIJCOSX wB97M-V def2-TZVPD def2/J DEFGRID3
* xyz 2 1
C 0.41 -0.96 2.84
N 0.34 -0.40 1.61
N -0.77 0.40 1.61
C -1.32 0.46 2.84
C -0.60 -0.42 3.66
B -1.31 1.05 0.31
N -0.05 1.58 -0.40
N 1.09 0.81 -0.57
C 1.99 1.60 -1.21
C 1.43 2.86 -1.44
C 0.16 2.81 -0.90
Be 1.31 -0.81 0.18
N -1.94 -0.08 -0.60
N -1.08 -1.06 -0.96
C -1.75 -1.98 -1.64
C -3.08 -1.54 -1.83
C -3.16 -0.32 -1.14
H -1.28 -2.89 -1.96
H -3.98 0.37 -1.02
H -3.85 -2.05 -2.37
H -2.12 1.90 0.53
H -0.64 3.52 -0.82
H -2.18 1.08 3.03
H 1.88 3.68 -1.96
H -0.80 -0.67 4.68
H 2.98 1.23 -1.46
H 1.14 -1.72 3.06
H 2.53 -1.80 -1.59
C 3.18 -1.24 -0.88
H 3.84 -0.58 -1.47
H 2.65 -0.60 -0.09
H 3.83 -1.95 -0.36
F 1.14 -2.30 0.33
*
```

Output
M = 257.086 u
electronic energy = -23316.7461 eV
Kohn-Sham gap (alpha / beta) = 5.2 / 4.3 eV

Löwdin population analysis, charges in e, atoms 1 to 5:
1 C 0.046
2 N 0.122
3 N 0.072
4 C 0.096
5 C 0.150